No. 1
C4H8Si | ωB97M-V with the def2-TZVPD basis set

Highest occupied orbital energy in eV: -7.8
LUMO energy in eV: 0.45
Calculated total energy in eV: -12151.987
Structure (SMILES): [SiH2]=CC1CC1

XYZ file:
```
13
Properties=species:S:1:pos:R:3:nbo_charge:R:1
C 0.51103 -0.18290 -0.13039 -0.27
C -0.73026 0.62895 -0.48302 -0.75
C 0.67848 -0.89442 1.19353 -0.41
C 1.71134 0.13344 0.84596 -0.40
Si -2.08449 0.51404 -1.67280 0.86
H 0.84147 -0.78662 -0.97453 0.21
H -0.90328 1.41930 0.24818 0.22
H -0.01249 -0.62996 1.98017 0.21
H 0.94799 -1.94214 1.18739 0.21
H 1.69600 1.06955 1.38398 0.21
H 2.68416 -0.17776 0.50890 0.22
H -2.26477 -0.50272 -2.69948 -0.16
H -3.09642 1.55833 -1.69425 -0.15
```


No. 2
C13H11AuBrN3OS2 | ωB97M-V with the def2-TZVPD basis set

Highest occupied orbital energy (spin up / spin down) in eV: -2.2 / -5.1
LUMO energy (spin up / spin down) in eV: 2.66 / 2.65
Spin multiplicity: 2
Calculated total energy in eV: -115582.213
Net charge: -1

XYZ file:
```
32
Properties=species:S:1:pos:R:3:nbo_charge:R:1
Au -1.01852 2.09141 -0.64652 0.45
O 2.46273 1.73495 -1.60615 -0.57
N 2.59371 1.89834 -0.34156 0.06
C 3.52997 1.16329 0.31457 -0.02
C 3.73987 1.27171 1.66612 -0.25
C 2.96567 2.16006 2.39961 -0.23
C 2.00796 2.89373 1.73081 -0.22
C 1.79709 2.77426 0.35862 0.02
S 0.59504 3.72351 -0.48447 -0.31
H 4.08395 0.50356 -0.33464 0.22
H 4.49906 0.65560 2.12734 0.21
H 3.10001 2.27027 3.46716 0.21
H 1.36543 3.58655 2.25485 0.23
Br -3.86825 -3.79112 -0.08761 -0.13
C -3.84051 -1.86165 -0.52102 -0.14
C -3.77400 -0.95573 0.57288 -0.35
C -3.11013 0.22592 0.43869 0.00
N -2.46475 0.61542 -0.70555 -0.64
C -2.51130 -0.27074 -1.75187 0.01
C -3.14889 -1.47184 -1.70037 -0.33
H -4.26391 -1.18489 1.51135 0.21
H -3.07358 0.93260 1.25838 0.19
H -1.99350 0.04057 -2.65022 0.20
H -3.13426 -2.11689 -2.56998 0.21
S 1.45144 -2.86547 -1.54478 0.36
C 0.20336 -3.22133 -0.42875 -0.47
C -0.28874 -2.06659 0.08280 -0.05
N 0.30521 -0.91309 -0.37058 -0.43
C 1.23162 -1.18429 -1.23595 -0.16
H -0.12709 -4.22722 -0.23297 0.24
H -1.11471 -1.99867 0.77601 0.23
H 1.80001 -0.41224 -1.74618 0.25
```


No. 3
C4H9NO2 | ωB97M-V with the def2-TZVPD basis set

Highest occupied orbital energy in eV: -9.9
LUMO energy in eV: 0.83
Calculated total energy in eV: -9879.614
Structure (SMILES): C[C@H](O)CC(N)=O

XYZ file:
```
16
Properties=species:S:1:pos:R:3:nbo_charge:R:1
C 1.01026 0.64192 -1.37816 -0.65
C 0.86280 0.31586 0.10401 0.12
C -0.05900 -0.89603 0.31340 -0.52
O 2.10390 -0.00704 0.70378 -0.72
H 2.76214 0.63418 0.41519 0.47
H 1.54507 1.58013 -1.51829 0.20
H 0.02769 0.72422 -1.83383 0.24
H 1.55911 -0.15503 -1.87559 0.21
H 0.08826 -1.26850 1.32688 0.22
H 0.21985 -1.67519 -0.39556 0.23
N -2.16610 -0.13696 1.20414 -0.82
C -1.50342 -0.49899 0.08070 0.67
O -2.02603 -0.47110 -1.01061 -0.62
H -1.73096 -0.14300 2.10877 0.39
H -3.12253 0.16782 1.12820 0.40
H 0.42895 1.18772 0.62695 0.15
```


No. 4
C20H17N3O5S | ωB97M-V with the def2-TZVPD basis set

Highest occupied orbital energy in eV: -8.9
LUMO energy in eV: -0.92
Calculated total energy in eV: -46556.288
Structure (SMILES): O=C(Nc1ccc(S(=O)(=O)NCc2ccccc2)cc1)c1ccccc1[N+](=O)[O-]

XYZ file:
```
46
Properties=species:S:1:pos:R:3:nbo_charge:R:1
O 0.72615 -0.11168 -3.45663 -0.59
C -0.25564 -0.65889 -3.00179 0.66
N -0.41295 -1.05138 -1.71372 -0.62
C 0.47366 -0.87988 -0.64926 0.25
C 1.78506 -0.43669 -0.81640 -0.26
C 2.60447 -0.30115 0.29042 -0.17
C 2.11914 -0.59957 1.54809 -0.36
C 0.82420 -1.04795 1.72592 -0.16
C 0.00157 -1.19408 0.62761 -0.26
H -1.01535 -1.53615 0.75018 0.22
H 0.48743 -1.27035 2.72534 0.26
S 3.16959 -0.37149 2.97868 2.31
O 4.45326 -0.96538 2.73516 -0.95
O 2.44526 -0.78053 4.14178 -0.93
N 3.47736 1.27321 3.05097 -0.86
H 4.38526 1.45339 2.65104 0.41
C 2.46030 2.22198 2.63666 -0.26
C 1.13386 1.88037 3.25646 0.03
C 1.04286 1.66016 4.62436 -0.21
C -0.17009 1.32269 5.19524 -0.21
C -1.30500 1.21500 4.40819 -0.21
C -1.22384 1.44996 3.04698 -0.21
C -0.00740 1.77794 2.47332 -0.24
H 0.05444 1.95437 1.40809 0.21
H -2.10472 1.37126 2.42709 0.21
H -2.25162 0.94937 4.85535 0.21
H -0.23025 1.14094 6.25756 0.22
H 1.93106 1.73704 5.23044 0.23
H 2.35643 2.25325 1.54065 0.19
H 2.78266 3.21397 2.97625 0.22
H 3.62763 0.02353 0.18072 0.23
H 2.14946 -0.19720 -1.80129 0.26
H -1.33259 -1.38195 -1.43570 0.43
C -1.38352 -1.02513 -3.94036 -0.14
C -0.97027 -1.62757 -5.12816 -0.15
C -1.86083 -1.91773 -6.14450 -0.18
C -3.19515 -1.56306 -6.01952 -0.19
C -3.62488 -0.93286 -4.86913 -0.21
C -2.73485 -0.68650 -3.82654 0.10
N -3.31456 -0.05597 -2.66410 0.52
O -3.02551 -0.50330 -1.56914 -0.40
O -4.09269 0.84636 -2.85355 -0.34
H -4.65433 -0.62831 -4.75330 0.24
H -3.89409 -1.76519 -6.81561 0.23
H -1.50996 -2.40173 -7.04256 0.23
H 0.07896 -1.85315 -5.24129 0.24
```


No. 5
C5H9NO | ωB97M-V with the def2-TZVPD basis set

Highest occupied orbital energy in eV: -9.8
LUMO energy in eV: 1.04
Calculated total energy in eV: -8867.184
Structure (SMILES): C[C@H]1N[C@H]1CC=O

XYZ file:
```
16
Properties=species:S:1:pos:R:3:nbo_charge:R:1
C 1.46892 0.96921 0.74789 -0.62
C 1.17662 -0.41478 0.22431 -0.08
N 0.42752 -1.30770 1.10663 -0.60
C -0.17396 -0.90357 -0.15834 -0.07
C -1.43755 -0.06573 -0.07670 -0.52
C -1.63344 0.68959 -1.37263 0.45
O -1.96187 0.15228 -2.40435 -0.52
H 0.62125 1.36410 1.31408 0.21
H 2.32916 0.94188 1.42510 0.22
H 1.70495 1.66172 -0.06788 0.21
H 1.99789 -0.86047 -0.34019 0.19
H 0.78235 -2.25832 1.06462 0.36
H -0.20305 -1.63476 -0.96707 0.21
H -1.38437 0.61991 0.77312 0.22
H -2.29341 -0.73328 0.07793 0.24
H -1.42100 1.77994 -1.34652 0.11
```


No. 6
C3H3BrN2O | ωB97M-V with the def2-TZVPD basis set

Highest occupied orbital energy in eV: -10.7
LUMO energy in eV: -0.16
Calculated total energy in eV: -78229.696
Structure (SMILES): N#C[C@H](Br)C(N)=O

XYZ file:
```
10
Properties=species:S:1:pos:R:3:nbo_charge:R:1
C 0.98610 0.79444 1.11756 0.24
C -0.56515 -0.71583 0.00036 0.66
C 0.91074 -0.27837 0.16467 -0.43
N 1.01689 1.66839 1.85247 -0.26
N -1.32670 0.14823 -0.68527 -0.81
O -0.94998 -1.74110 0.49749 -0.57
Br 1.69052 0.33305 -1.53955 0.05
H 1.50334 -1.13436 0.49770 0.29
H -0.96425 0.99445 -1.09254 0.41
H -2.30149 -0.06890 -0.81289 0.42
```


No. 7
C3H5NO | ωB97M-V with the def2-TZVPD basis set

Highest occupied orbital energy in eV: -10.9
LUMO energy in eV: 0.59
Calculated total energy in eV: -6728.637
Structure (SMILES): N#CCCO

XYZ file:
```
10
Properties=species:S:1:pos:R:3:nbo_charge:R:1
C 0.84953 0.07291 -0.45295 -0.04
C -0.42731 0.60199 0.19672 -0.54
C -1.57102 -0.23867 -0.06639 0.28
H 1.18752 -1.22691 1.04005 0.47
H 0.74843 -0.10248 -1.57040 0.20
H 1.62028 0.82244 -0.21574 0.16
H -0.73721 1.54834 -0.09584 0.25
H -0.34756 0.55483 1.31980 0.24
N -2.55147 -0.87030 -0.18830 -0.32
O 1.22881 -1.16215 0.03306 -0.71
```


Values for ΔE to the lowest compared entry with this formula, charge and spin, eV, ordered as above
2.150; 0.000; 0.447; 3.732; 2.029; 0.000; 0.935